Computed, not measured: a 6-piece molecular cluster, C39H82F2N2O19 overall, with the ωB97M-V functional and the def2-TZVPD basis.

Structure (ORCA input):
```
! wB97M-V def2-TZVPD RIJCOSX def2/J DEFGRID3
* xyz 0 1
O 2.66812 0.44405 3.95620
C 2.39141 -0.71081 3.97730
N 3.28971 -1.79415 3.63531
C 3.13567 -2.70711 4.79909
C 1.81037 -2.33011 5.54774
C 0.97612 -3.48717 6.08947
C 0.29775 -4.37706 5.03454
C 1.16572 -5.55304 4.55393
O 1.19232 -5.65022 3.13433
C 1.14431 -1.43779 4.48686
N -0.04450 -0.70177 4.98833
C 0.02070 0.72781 4.90154
O 0.01352 1.40625 3.94313
F 0.05309 1.25218 6.13253
C -1.24951 -1.15416 4.37913
O -1.56315 -1.07024 3.24601
F -2.03141 -1.75216 5.27723
H 2.87577 -2.25050 2.82633
H 3.93674 -2.54213 5.52060
H 3.21184 -3.73655 4.46268
H 2.06584 -1.60402 6.32459
H 0.26291 -3.10938 6.82285
H 1.66329 -4.12130 6.66117
H -0.00587 -3.76396 4.18405
H -0.60314 -4.78976 5.48642
H 0.74485 -6.48731 4.92615
H 2.18520 -5.49009 4.94297
H 1.08318 -4.76326 2.78113
H 0.80523 -2.01525 3.62312
C -3.23358 6.65653 10.99614
O -2.02780 5.97301 10.73809
C -1.77126 4.85385 11.56372
C -1.35097 3.62686 10.78173
O -2.33452 3.06071 9.93543
C -2.76323 3.75982 8.78060
C -1.73986 3.90773 7.67442
O -0.65925 4.74609 8.03444
C 0.62859 4.23781 7.76139
H -3.08780 7.44982 11.73687
H -3.56490 7.11308 10.06284
H -4.01904 5.97865 11.34371
H -2.64611 4.61094 12.17642
H -0.94484 5.10908 12.24027
H -1.14328 2.84907 11.52173
H -0.41613 3.80542 10.24646
H -3.20081 4.72686 9.03595
H -3.57215 3.14788 8.37209
H -2.25023 4.35598 6.81155
H -1.38151 2.91782 7.37675
H 0.67327 3.15043 7.86672
H 1.31708 4.68247 8.48104
H 0.95553 4.51652 6.75422
C 0.52107 1.61783 1.03516
O -0.16101 1.15632 -0.11915
C -1.53164 0.86918 0.07235
C -2.43058 1.50133 -0.97217
O -2.49712 2.91875 -0.95529
C -1.34313 3.66376 -1.31482
C -0.89833 3.58669 -2.76184
O -0.44080 2.30395 -3.14892
C -0.98384 1.82723 -4.36285
H 0.95112 0.78645 1.59367
H 1.33371 2.26173 0.69241
H -0.13071 2.20180 1.68021
H -1.86045 1.18901 1.06639
H -1.66688 -0.21914 0.00932
H -3.44799 1.17622 -0.73556
H -2.20992 1.12132 -1.97311
H -0.51225 3.44420 -0.64306
H -1.61947 4.70708 -1.13793
H -0.07324 4.30076 -2.88401
H -1.71580 3.90630 -3.41243
H -2.01211 2.16904 -4.51370
H -0.98768 0.73797 -4.32361
H -0.37381 2.13889 -5.21776
C 1.85005 -6.44365 0.13395
O 2.39994 -5.43895 -0.68782
C 2.82360 -5.80237 -1.98224
C 2.30791 -4.83352 -3.02574
O 0.90331 -4.81115 -3.22637
C 0.04949 -4.34292 -2.19401
C 0.16430 -2.87203 -1.84212
O 1.41498 -2.56197 -1.25898
C 2.08000 -1.43505 -1.79294
H 2.62358 -6.91293 0.74922
H 1.14472 -5.94790 0.79537
H 1.31461 -7.21203 -0.43299
H 2.51462 -6.82233 -2.23629
H 3.92108 -5.76390 -2.00944
H 2.72273 -5.15713 -3.98523
H 2.69374 -3.82715 -2.84874
H 0.13753 -4.95577 -1.29565
H -0.96197 -4.49714 -2.57978
H -0.62763 -2.63901 -1.11735
H -0.01130 -2.26608 -2.73728
H 1.86823 -1.30681 -2.85848
H 3.15243 -1.60306 -1.67493
H 1.81235 -0.52170 -1.25349
C -4.54934 3.57390 -3.45949
O -5.28031 3.16271 -4.59687
C -6.62766 2.80674 -4.36009
C -7.58663 3.45062 -5.33944
O -7.70530 4.85918 -5.25806
C -6.61918 5.68545 -5.63415
C -6.26498 5.69260 -7.10639
O -5.74575 4.45466 -7.55457
C -6.31569 3.95160 -8.74153
H -4.05545 2.72716 -2.97848
H -3.78520 4.27506 -3.79616
H -5.18025 4.08717 -2.72812
H -6.92625 3.06268 -3.33786
H -6.72188 1.71874 -4.47751
H -8.58213 3.07519 -5.08748
H -7.38014 3.12397 -6.36085
H -5.73488 5.48865 -5.02485
H -6.94746 6.69991 -5.39219
H -5.49604 6.46184 -7.25600
H -7.14615 5.97889 -7.69107
H -7.37517 4.21202 -8.82594
H -6.22859 2.86482 -8.71900
H -5.78308 4.32153 -9.62433
C 4.35155 -1.34014 -5.37965
O 5.59978 -1.97819 -5.53907
C 5.87322 -3.03090 -4.63439
C 6.36427 -4.28418 -5.32793
O 5.42933 -4.93484 -6.16888
C 5.00994 -4.32345 -7.37531
C 6.06020 -4.20094 -8.45894
O 7.09803 -3.30072 -8.12014
C 8.40789 -3.77831 -8.32762
H 4.42717 -0.48114 -4.70467
H 4.03797 -0.98424 -6.36196
H 3.58227 -2.02621 -5.01019
H 4.98647 -3.27381 -4.03758
H 6.66151 -2.69650 -3.94727
H 6.57674 -5.00974 -4.53765
H 7.30963 -4.10168 -5.84309
H 4.52866 -3.36105 -7.19203
H 4.23778 -4.99002 -7.76868
H 5.55982 -3.82523 -9.36099
H 6.46526 -5.19308 -8.68679
H 8.48068 -4.85572 -8.15025
H 9.06474 -3.26759 -7.62274
H 8.75384 -3.55693 -9.34302
*
```

**SMILES**: O=C1NC[C@H](CCCO)[C@H]1N(C(=O)F)C(=O)F.COCCOCCOC.COCCOCCOC.COCCOCCOC.COCCOCCOC.COCCOCCOC
**Calculated total energy**: -89079.4364 eV
**Molar mass**: 921.08 Da
**Highest occupied orbital energy**: -8.969 eV
**Energy above the lowest of the compared OMol25 structures with the same formula, charge and spin**: 0.0 kcal/mol
**Gap between HOMO and LUMO**: 9.140 eV

Mulliken population analysis, charges in e, atoms 1 to 4:
1. O -0.480
2. C 0.006
3. N -0.495
4. C -0.771

Computed, not measured: a 9-piece molecular cluster, C39H85BrN8O12 overall, with the ωB97M-V functional and the def2-TZVPD basis.

Structure (ORCA input):
```
! wB97M-V def2-TZVPD RIJCOSX def2/J DEFGRID3
* xyz 0 1
C 2.33043 -0.16693 1.16017
C 1.94678 -0.01493 -0.30920
C 0.95393 1.10301 -0.65828
Br 1.38193 2.72345 0.40063
C 0.96557 1.41669 -2.16988
O 1.77566 2.50293 -2.53764
C 3.09981 2.20765 -2.90418
C 4.04740 3.01150 -2.02183
O 5.30981 3.11245 -2.68446
C 6.05869 4.17108 -2.23041
C 6.44051 4.15272 -0.77767
O 6.38869 5.05290 -2.99082
C -0.44834 1.64779 -2.73399
C -1.24817 2.73551 -2.01656
C -2.73107 2.39625 -1.81174
C -3.47574 3.36035 -0.87496
C -3.22595 2.99238 0.60668
C -3.20411 4.83721 -1.14949
O -0.25569 1.85973 -4.11537
C -1.40832 2.21180 -4.84056
H 1.47046 0.02784 1.79767
H 3.16956 0.46174 1.44511
H 2.60487 -1.20867 1.33268
H 1.42806 -0.94129 -0.57576
H 2.82471 0.06662 -0.94994
H -0.03265 0.80852 -0.31254
H 1.32702 0.50801 -2.66347
H 3.29400 2.49243 -3.93945
H 3.33447 1.14864 -2.78930
H 4.15699 2.52554 -1.04916
H 3.59102 3.98719 -1.84579
H 5.95594 4.97611 -0.25467
H 6.11818 3.22758 -0.30746
H 7.51168 4.26561 -0.64605
H -0.97798 0.69333 -2.58624
H -0.84527 2.93052 -1.02526
H -1.17465 3.68766 -2.54046
H -3.24488 2.39700 -2.77682
H -2.80238 1.37792 -1.42082
H -4.53944 3.20879 -1.05328
H -3.07304 3.88958 1.20503
H -4.11042 2.49626 1.00371
H -2.36695 2.33294 0.72954
H -3.68751 5.18372 -2.06240
H -3.60428 5.42144 -0.32072
H -2.14115 5.07260 -1.20164
H -1.15003 2.13181 -5.89561
H -2.24809 1.54112 -4.64759
H -1.70174 3.24896 -4.66312
C -10.03425 2.74390 0.09561
N -8.60949 3.00682 0.19776
C -7.77826 3.51606 -0.74352
C -8.37861 3.86709 -2.08252
O -6.58894 3.67296 -0.50263
H -10.57092 3.31642 0.85527
H -10.22247 1.68218 0.25404
H -10.41012 3.01419 -0.88356
H -8.14509 2.78981 1.06446
H -7.59074 4.25561 -2.72020
H -8.81319 2.98321 -2.55138
H -9.15042 4.62931 -1.97155
C 4.30239 -4.27190 -2.16391
N 3.46540 -3.67637 -1.13776
C 2.57096 -4.29270 -0.32007
C 2.40126 -5.78204 -0.48342
O 1.94255 -3.65076 0.50780
H 5.35512 -4.09480 -1.93872
H 4.07753 -3.82791 -3.13528
H 4.13728 -5.34183 -2.22066
H 3.53172 -2.68255 -0.98472
H 1.66403 -6.12762 0.23451
H 2.05306 -6.02269 -1.48849
H 3.34265 -6.30429 -0.29923
C -9.84388 -2.89756 0.28768
N -10.29922 -1.65000 -0.30846
C -9.95986 -1.10579 -1.50126
C -8.97964 -1.86920 -2.35981
O -10.42904 -0.03274 -1.85583
H -10.70231 -3.54618 0.47237
H -9.35008 -2.68548 1.23608
H -9.15050 -3.41007 -0.37041
H -10.95296 -1.08992 0.21450
H -8.81024 -1.30464 -3.27113
H -8.02921 -1.99555 -1.84055
H -9.37762 -2.85014 -2.62097
C -5.99030 -0.23798 4.91490
N -6.76445 -1.30736 4.30996
C -7.96240 -1.23304 3.68853
C -8.61403 0.12648 3.58910
O -8.49044 -2.23744 3.22619
H -5.01524 -0.16652 4.43237
H -5.83224 -0.44680 5.97348
H -6.50167 0.71310 4.81624
H -6.38364 -2.24148 4.34228
H -9.55994 0.01786 3.06732
H -8.80427 0.53812 4.58048
H -7.97907 0.81574 3.03107
C 9.05464 0.18657 2.89367
N 8.78287 1.53846 2.44308
C 9.14390 2.12487 1.27254
C 9.93004 1.29177 0.28817
O 8.83560 3.28256 1.03823
H 8.11821 -0.34171 3.08043
H 9.62903 0.20882 3.82110
H 9.62010 -0.36027 2.14748
H 8.26193 2.14811 3.05317
H 10.13776 1.89929 -0.58676
H 10.87578 0.96827 0.72385
H 9.35877 0.41512 -0.01930
C 9.08278 6.47958 -3.25658
N 10.53721 6.54120 -3.20662
C 11.39830 6.98124 -4.15729
C 10.80076 7.48231 -5.45221
O 12.60506 6.96821 -3.96739
H 8.66327 7.08591 -2.45286
H 8.75049 5.45533 -3.12442
H 8.70847 6.84730 -4.20477
H 10.99645 6.22176 -2.36891
H 11.61058 7.79513 -6.10361
H 10.23341 6.69338 -5.94685
H 10.14401 8.33364 -5.27095
C 5.91579 -9.10690 3.53261
N 5.67823 -8.93947 2.11102
C 5.75064 -7.80225 1.37290
C 6.12363 -6.52755 2.09303
O 5.51863 -7.82293 0.17440
H 6.73064 -9.81395 3.69590
H 5.01966 -9.49473 4.01931
H 6.17880 -8.16079 3.99207
H 5.42469 -9.75172 1.57161
H 6.13705 -5.71755 1.37060
H 5.39430 -6.29403 2.86945
H 7.11259 -6.61364 2.54435
C -7.15275 -6.55917 5.13986
N -6.15802 -5.58556 5.55044
C -4.93425 -5.34964 5.00826
C -4.52055 -6.19426 3.82691
O -4.21085 -4.47995 5.46794
H -8.07861 -6.05307 4.86238
H -7.36555 -7.24652 5.96030
H -6.80056 -7.13129 4.28889
H -6.37100 -4.99003 6.33450
H -3.52958 -5.88143 3.51420
H -4.48773 -7.24984 4.09859
H -5.21220 -6.05912 2.99467
*
```

**SMILES**: CC[C@@H](Br)[C@H](OCCOC(C)=O)[C@@H](CCC(C)C)OC.CNC(C)=O.CNC(C)=O.CNC(C)=O.CNC(C)=O.CNC(C)=O.CNC(C)=O.CNC(C)=O.CNC(C)=O
**Calculated total energy**: -148357.2476 eV
**Molar mass**: 938.06 Da
**Highest occupied orbital energy**: -8.907 eV
**Gap between HOMO and LUMO**: 9.077 eV

Mulliken population analysis, charges in e, atoms 1 to 4:
1. C -1.501
2. C -0.259
3. C -0.616
4. Br -0.100

Computed, not measured: a 6-piece molecular cluster, C39H85I2N7O14P2S overall, with the ωB97M-V functional and the def2-TZVPD basis.

Structure (ORCA input):
```
! wB97M-V def2-TZVPD RIJCOSX def2/J DEFGRID3
* xyz 0 1
C 3.51747 3.98091 -4.00798
C 3.12098 2.62683 -3.79404
C 2.61867 1.09611 -3.34252
C 1.19332 0.71091 -3.96407
C -0.18494 0.87160 -3.20455
C -0.30393 1.61703 -1.74149
C 0.53580 0.98405 -0.50970
C 0.77711 -0.54406 -0.18538
C 2.42534 -0.89442 -0.26386
I -0.17982 -2.19057 -1.20785
O 0.40612 2.87453 -1.95663
S -0.21733 4.06379 -2.87202
O 0.19637 3.83621 -4.38028
O 0.13422 5.53890 -2.58021
C -2.10242 3.93349 -2.67594
P -2.84604 5.48535 -3.35378
N -2.66957 6.86666 -2.53362
O -4.53268 5.17049 -3.82524
O -2.04853 5.79992 -4.91659
C -2.56074 3.25906 -1.23326
C -2.18463 4.11027 0.10504
C -0.69886 4.13788 0.74756
O 0.41088 4.73088 0.31251
I -0.35507 3.30449 2.80785
N -4.04370 3.25054 -1.29233
C -4.83410 2.27072 -1.99701
C -4.83092 1.84453 -3.61540
O -5.79704 1.57389 -1.32416
C -4.84861 4.26494 -0.60810
C -5.72054 3.98577 0.80113
O -4.96622 5.59476 -0.90016
C -1.92580 1.75419 -1.35136
P -2.53300 0.44015 -0.08729
C -3.52680 1.13691 1.37566
O -3.74370 -0.60371 -0.88358
H 3.51912 5.16596 -3.85855
H 3.43618 0.37295 -3.82892
H 2.78191 1.03958 -2.19971
H 1.12481 1.30237 -5.00388
H 1.28337 -0.42887 -4.32093
H -0.77409 -0.16829 -3.26016
H -0.90481 1.52539 -3.91096
H 1.62478 1.48611 -0.44184
H 0.03460 1.47127 0.46493
H 0.53890 -0.72954 0.98009
H 2.69801 -1.22101 -1.35546
H 2.67859 -1.82646 0.43285
H 3.08390 -0.01467 0.14110
H -2.35672 3.09648 -3.49495
H -2.17451 6.59187 -1.66238
H -4.53176 4.82044 -4.77069
H -2.48600 5.17913 -5.57376
H -2.83374 3.78758 1.06019
H -2.42373 5.28130 0.01873
H -4.31249 2.62828 -4.30355
H -5.95710 1.70795 -3.92434
H -4.29837 0.81247 -3.78342
H -6.62784 4.75094 0.91023
H -4.95640 4.22491 1.67293
H -6.19166 2.92242 0.85016
H -2.40454 1.28958 -2.34894
H -4.55664 1.49287 0.96412
H -2.96813 1.88141 2.07812
H -3.77661 0.19177 2.06502
H -3.88383 -1.43397 -0.33710
C -0.86538 -1.62372 3.86500
O 0.53147 -1.37845 3.79817
C 1.23224 -1.61816 5.02224
C 1.58910 -3.10205 5.27076
C 0.40344 -3.94405 5.73521
N 2.17541 -3.72324 4.07558
H -1.28415 -1.37116 4.84345
H -1.07310 -2.66608 3.61676
H -1.35488 -1.00341 3.10884
H 2.17099 -1.05691 4.93643
H 0.69088 -1.18440 5.87163
H 2.33615 -3.12837 6.07360
H -0.28618 -4.18689 4.92187
H 0.75332 -4.89731 6.14826
H -0.16059 -3.42969 6.52022
H 3.02476 -3.21423 3.82611
H 1.54323 -3.53307 3.29218
C -5.11658 -7.14380 -3.03635
O -3.87355 -6.81759 -3.63991
C -3.82427 -5.51128 -4.22127
C -3.53698 -4.37608 -3.21140
C -4.74630 -3.99787 -2.35995
N -2.41652 -4.71470 -2.32368
H -5.96424 -6.70302 -3.56900
H -5.11662 -6.83118 -1.99062
H -5.22597 -8.23189 -3.05266
H -2.99404 -5.54128 -4.93781
H -4.72955 -5.31203 -4.80732
H -3.26037 -3.48621 -3.79014
H -4.95081 -4.72616 -1.57013
H -4.57607 -3.03450 -1.86531
H -5.64592 -3.89963 -2.97637
H -1.58389 -4.87132 -2.89369
H -2.61163 -5.63828 -1.92561
C 7.70902 -1.52636 -5.83393
O 7.26770 -2.59470 -5.00949
C 7.59756 -2.44733 -3.62517
C 6.62484 -1.54396 -2.83221
C 6.83526 -0.05319 -3.08477
N 5.22336 -1.88182 -3.11476
H 8.66168 -1.10833 -5.49597
H 6.94386 -0.74930 -5.87849
H 7.84172 -1.91354 -6.84815
H 7.53853 -3.45755 -3.20140
H 8.63861 -2.12385 -3.50575
H 6.81245 -1.71891 -1.76567
H 6.43913 0.27124 -4.05115
H 6.32146 0.53809 -2.31788
H 7.89842 0.20593 -3.04614
H 5.06251 -2.85526 -2.85158
H 5.11060 -1.88710 -4.13299
C 6.95275 -3.12167 1.25577
O 5.78229 -3.53114 1.94728
C 5.58544 -4.94764 1.98757
C 6.39032 -5.67048 3.09243
C 7.86909 -5.84286 2.75477
N 6.27392 -4.97994 4.38384
H 7.18242 -3.77332 0.40775
H 7.79741 -3.07854 1.94568
H 6.78642 -2.10874 0.87833
H 4.51887 -5.08860 2.20245
H 5.76213 -5.39304 1.00112
H 5.96599 -6.67622 3.20080
H 8.43849 -4.91588 2.86688
H 8.32828 -6.57895 3.42488
H 7.99879 -6.20236 1.72868
H 5.28919 -4.95391 4.65281
H 6.50490 -3.99468 4.22434
C -5.46131 3.83513 4.75109
O -4.24443 4.51685 4.48604
C -4.19161 5.85152 4.99863
C -3.81981 5.94324 6.49676
C -4.97076 5.58385 7.43304
N -2.66250 5.09735 6.81801
H -6.32440 4.50699 4.73655
H -5.39644 3.31529 5.70861
H -5.60057 3.07654 3.97564
H -3.40243 6.35381 4.42548
H -5.12158 6.38960 4.77880
H -3.55112 6.98652 6.70341
H -5.15174 4.50655 7.48525
H -4.74826 5.91687 8.45348
H -5.89942 6.07225 7.12001
H -1.86639 5.40655 6.25826
H -2.86051 4.15979 6.45564
*
```

**SMILES**: C#CCCC[C@@]1(C[C@H](C)I)OS(=O)(=O)[C@H](P(=N)(O)O)[C@@](CC(=O)I)(N(C(C)=O)C(C)=O)[C@@H]1P(C)O.COC[C@@H](C)N.COC[C@@H](C)N.COC[C@@H](C)N.COC[C@@H](C)N.COC[C@@H](C)N
**Calculated total energy**: -126511.2831 eV
**Molar mass**: 1223.97 Da
**Highest occupied orbital energy**: -8.463 eV
**Gap between HOMO and LUMO**: 7.572 eV

Mulliken population analysis, charges in e, atoms 1 to 4:
1. C -0.781
2. C -0.234
3. C 0.704
4. C -0.865

The highest calculated total energy belongs to which entry?
C39H82F2N2O19

The lowest calculated total energy belongs to which entry?
C39H85BrN8O12